A 2-piece molecular cluster, C3H6N4O overall, computed with the ωB97M-V functional and the def2-TZVPD basis.

Properties
calculated total energy = -11209.5404 eV
LUMO energy = 0.016 Eh
net charge = 0
largest force on an atom = 0.12296 Eh/bohr
energy relative to the best compared isomer or geometry (same formula, charge and spin) = 7.236 eV
E_HOMO = -8.85 eV

Geometry (Å):
C  0.571  0.583  -0.052
C  -0.306  -0.519  0.068
C  -1.311  1.408  -0.137
H  2.661  -1.106  1.047
H  3.531  -0.137  -0.602
H  0.403  -1.454  -0.417
H  -0.488  -0.769  1.203
H  -3.030  -1.174  -0.634
H  -2.277  1.853  0.166
N  2.483  -0.538  -0.216
N  1.851  0.701  -0.088
N  -1.440  0.019  -0.537
N  -0.170  1.813  0.089
O  -2.478  -0.682  0.110